DFT (ωB97M-V/def2-TZVPD) results for the molecule C6H6S at a distorted geometry.

```
13
Properties=species:S:1:pos:R:3:lowdin_charge:R:1
C -0.316 -1.875 -0.556 0.095
C -0.757 -1.144 0.455 -0.111
C 1.646 -0.794 -1.114 -0.647
C 0.171 1.001 -0.611 -0.088
C 0.138 0.111 0.674 -0.180
C 1.366 0.257 -0.212 -0.399
S 2.886 -1.219 -1.991 0.730
H -0.722 -2.567 -1.228 0.026
H -1.481 -1.258 1.200 0.077
H -0.200 0.544 -1.561 0.117
H 0.027 2.136 -0.557 0.132
H -0.032 0.600 1.539 0.086
H 2.185 0.785 0.339 0.162
```

The value obtained for the HOMO-LUMO gap is 7.99 eV. Its multiplicity is 1. Its charge is 0. The highest occupied orbital energy is -8.0 eV. The calculation puts the LUMO energy at 0.0001 Eh.

DFT (ωB97M-V/def2-TZVPD) results for the molecule C6H6S at a distorted geometry.

```
13
Properties=species:S:1:pos:R:3:lowdin_charge:R:1
C 3.596 0.553 -0.054 -0.104
C 2.222 0.098 -0.103 -0.076
C 1.050 -0.326 -0.093 -0.041
C -0.323 -0.508 0.020 -0.063
C -1.517 -0.702 -0.091 -0.111
C -2.994 -0.823 -0.026 -0.593
H 3.905 0.606 0.968 0.070
H 4.136 -0.097 -0.730 0.077
H 3.621 1.617 -0.478 0.110
H -3.214 -1.473 0.912 0.108
H -3.457 -1.295 -0.968 0.085
H -3.191 1.567 0.771 -0.138
S -3.834 0.782 -0.128 0.676
```

The SMILES is CC#CC#CCS. The value obtained for the HOMO-LUMO gap is 9.67 eV. Its multiplicity is 1. Its charge is 0. The highest occupied orbital energy is -8.8 eV. The calculation puts the LUMO energy at 0.0316 Eh.

DFT (ωB97M-V/def2-TZVPD) results for a structure of composition C6H74NO31 at a distorted geometry.

```
112
Properties=species:S:1:pos:R:3:lowdin_charge:R:1
C 1.819 -1.890 -3.688 -0.088
O 2.014 -0.606 -3.109 -0.176
C 0.911 -0.194 -2.376 -0.155
C 0.437 -1.071 -1.123 -0.048
N -0.794 -0.676 -0.398 0.108
H -1.611 -0.372 -0.705 0.060
H -1.031 -1.471 0.243 0.099
C -0.379 0.401 0.528 -0.131
C -1.376 0.780 1.600 -0.122
O -0.871 1.689 2.580 -0.148
C -1.676 1.810 3.760 0.051
H 0.981 -1.867 -4.357 0.085
H 1.808 -2.660 -2.839 0.101
H 2.614 -2.074 -4.383 0.077
H 0.121 -0.053 -2.834 0.030
H 1.261 0.743 -1.870 0.145
H 1.237 -0.953 -0.317 0.120
H 0.040 -2.149 -1.406 0.142
H -0.060 1.326 0.157 0.100
H 0.519 0.322 1.114 0.103
H -1.688 -0.196 1.983 0.129
H -2.390 1.029 1.042 0.162
H -1.326 2.320 4.677 0.099
H -1.520 0.759 4.175 0.107
H -2.574 2.119 3.359 0.055
O 4.279 -0.478 -1.267 -0.120
H 3.801 -0.383 -0.404 0.026
H 3.935 -0.017 -2.151 0.084
O 0.524 -0.260 5.364 -0.161
H 1.040 -1.023 5.776 0.114
H 1.176 0.467 4.880 0.147
O 0.101 4.119 6.260 -0.065
H -0.908 4.411 6.182 0.167
H 0.294 4.683 7.020 0.109
O 0.686 -4.164 -6.181 0.006
H 1.443 -4.487 -5.743 -0.014
H 0.545 -4.500 -7.013 0.016
O -1.835 -3.844 -2.001 -0.020
H -1.980 -4.400 -1.284 -0.017
H -1.405 -4.464 -2.624 0.073
O 1.720 0.126 3.216 -0.081
H 1.929 -0.233 2.330 0.023
H 1.320 0.913 2.899 -0.007
O -1.099 3.648 -0.464 -0.087
H -0.117 3.719 -0.445 0.058
H -1.535 4.454 -0.903 0.116
O 1.552 0.646 -6.144 -0.070
H 1.207 -0.221 -6.429 -0.001
H 2.488 0.384 -5.933 0.044
O -2.013 -1.633 5.537 -0.002
H -1.461 -0.988 5.311 -0.099
H -2.771 -1.048 5.784 0.101
O -2.007 4.891 2.481 -0.147
H -1.506 5.809 2.656 0.123
H -1.374 4.404 1.823 0.049
O -3.006 2.632 -2.268 -0.070
H -3.247 1.834 -1.774 -0.006
H -2.079 2.856 -2.181 -0.004
O 4.007 -2.947 -2.679 -0.035
H 4.839 -3.084 -2.387 0.020
H 3.862 -2.033 -2.418 0.019
O 3.323 -4.756 -5.053 -0.030
H 2.928 -5.412 -4.547 0.006
H 3.717 -4.251 -4.283 0.051
O 0.813 2.534 2.010 -0.112
H -0.153 2.146 1.978 -0.192
H 0.799 3.228 1.295 0.062
O 0.735 4.648 3.966 -0.096
H 1.067 3.809 3.741 -0.035
H 0.209 4.300 4.778 -0.014
O -4.842 1.905 2.025 -0.041
H -5.382 2.429 1.339 0.135
H -5.614 1.629 2.467 0.042
O -3.208 -0.211 -1.801 -0.075
H -3.765 -0.578 -2.625 0.165
H -3.768 -0.528 -1.135 -0.034
O 1.136 -1.677 -7.205 -0.009
H 0.831 -2.200 -6.543 -0.055
H 0.505 -1.827 -7.960 0.117
O -2.933 -3.356 3.282 -0.118
H -2.649 -2.840 4.215 0.102
H -2.329 -2.970 2.712 -0.106
O 2.464 -3.554 -0.474 -0.065
H 1.621 -3.918 -0.659 0.012
H 3.247 -3.576 -1.115 0.065
O -4.361 4.237 3.901 -0.105
H -3.477 4.362 4.500 0.110
H -4.108 3.955 3.060 -0.067
O -1.597 -2.801 0.982 -0.055
H -1.519 -3.707 0.415 0.159
H -0.800 -2.773 1.486 0.004
O 2.994 -1.162 1.158 -0.037
H 3.885 -1.180 1.509 0.096
H 2.520 -1.926 0.865 0.013
O -0.566 1.772 7.311 -0.152
H -0.335 2.620 6.830 -0.034
H -0.299 0.997 6.639 0.049
O 0.361 -2.220 3.114 -0.083
H 0.443 -1.277 3.473 0.037
H 1.044 -2.821 3.485 0.082
O 4.207 0.332 -5.132 -0.077
H 5.040 -0.255 -5.140 0.132
H 4.230 0.951 -5.886 0.079
O -4.303 -0.457 0.756 -0.062
H -5.205 -0.573 0.496 0.043
H -4.384 0.264 1.428 0.016
O 3.419 1.867 -2.957 -0.134
H 3.065 2.870 -3.237 0.158
H 3.657 1.583 -3.864 -0.015
O -0.547 1.487 -5.092 -0.160
H -1.257 0.899 -5.556 0.068
H 0.269 1.155 -5.632 -0.032
```

The value obtained for the HOMO-LUMO gap is 9.32 eV. Its multiplicity is 1. Its charge is +1. The highest occupied orbital energy is -12.0 eV. The calculation puts the LUMO energy at -0.0978 Eh.

DFT (ωB97M-V/def2-TZVPD) results for the molecule C6H7B at a distorted geometry.

```
14
Properties=species:S:1:pos:R:3:lowdin_charge:R:1
B 0.558 0.485 0.125 -0.338
C 2.683 -0.236 1.640 0.173
C 1.843 -0.344 0.678 -0.322
C 1.047 -1.254 -0.154 0.086
C -0.325 -0.714 0.274 -0.002
C 0.279 1.979 -0.519 -0.005
C -1.755 -1.138 0.139 -0.011
H 1.339 -2.072 -0.689 0.087
H 0.644 2.762 0.135 0.050
H -0.806 2.073 -0.602 0.046
H 0.634 2.162 -1.519 0.047
H -2.302 -0.421 -0.295 0.046
H -1.969 -1.220 1.132 0.066
H -1.870 -2.062 -0.345 0.077
```

The value obtained for the HOMO-LUMO gap is 8.79 eV. Its multiplicity is 1. Its charge is 0. The highest occupied orbital energy is -8.8 eV. The calculation puts the LUMO energy at 0.0011 Eh.

DFT (ωB97M-V/def2-TZVPD) results for a structure of composition C6H7BeF5N11OSTe at a distorted geometry.

```
33
Properties=species:S:1:pos:R:3:lowdin_charge:R:1
Be -0.695 0.564 0.904 -0.050
N 0.581 -1.806 2.233 0.152
C -0.410 -1.095 2.909 -0.363
N -0.921 -1.444 4.107 0.012
N -2.025 -0.732 4.210 -0.141
N -2.181 0.153 3.316 -0.028
N -1.158 -0.033 2.371 -0.023
C 1.209 -1.210 1.229 -0.505
N 2.370 -1.603 0.666 0.035
N 2.618 -0.643 -0.200 -0.112
N 1.717 0.249 -0.252 -0.013
N 0.812 -0.102 0.691 -0.041
H 0.851 -2.724 2.572 0.154
C 0.156 -2.947 -2.373 -0.055
N -0.137 -1.582 -2.638 -0.126
C 0.548 -0.855 -3.547 -0.069
C 0.414 0.458 -3.207 -0.069
N -0.416 0.475 -2.142 0.075
C -0.814 -0.796 -1.780 -0.706
S -1.728 -1.283 -0.410 0.705
H 0.862 -3.036 -1.590 0.071
H 0.548 -3.496 -3.220 0.090
H -0.654 -3.590 -1.950 0.093
H 1.285 -1.220 -4.210 0.111
H 0.924 1.260 -3.613 0.100
H -0.734 1.261 -1.558 0.123
F 1.028 2.882 2.006 -0.357
Te -0.450 3.603 1.058 1.860
F -1.834 4.517 0.139 -0.372
F -1.503 3.389 2.578 -0.348
F 0.683 4.046 -0.309 -0.350
F -0.107 5.348 1.694 -0.368
O -0.843 1.992 0.314 -0.485
```

The value obtained for the HOMO-LUMO gap is 7.03 eV. Its multiplicity is 1. Its charge is -1. The highest occupied orbital energy is -5.3 eV. The calculation puts the LUMO energy at 0.0618 Eh.

DFT (ωB97M-V/def2-TZVPD) results for the molecule C6H7BrFNO at a distorted geometry.

```
17
Properties=species:S:1:pos:R:3:lowdin_charge:R:1
C 1.086 1.131 1.282 0.007
C 0.717 0.211 0.253 -0.121
C 1.826 2.282 0.855 -0.118
C -0.270 -0.669 0.332 -0.169
C -2.298 -1.533 -1.296 -0.155
C -0.898 -1.960 -0.856 -0.705
N 2.292 3.100 1.792 -0.097
O 2.831 4.207 1.693 -0.009
F -0.975 -0.875 1.532 -0.013
Br 0.482 -2.202 -2.114 0.735
H 0.537 1.106 2.193 0.108
H 1.183 -0.046 -0.748 0.086
H 2.060 2.285 -0.156 0.092
H -2.762 -1.034 -0.449 0.070
H -2.140 -0.791 -2.147 0.084
H -2.858 -2.306 -1.968 0.112
H -0.815 -2.905 -0.198 0.093
```

The SMILES is C[C@@H](Br)/C(F)=C/C=C/N=O. The value obtained for the HOMO-LUMO gap (alpha / beta) is 7.65 / 6.87 eV. Its multiplicity is 1. Its charge is 0. The highest occupied orbital energy (alpha / beta) is -8.9 / -8.1 eV. The calculation puts the LUMO energy (alpha / beta) at -0.0463 / -0.0461 Eh.

DFT (ωB97M-V/def2-TZVPD) results for the molecule C6H7BrN2O at a distorted geometry.

```
17
Properties=species:S:1:pos:R:3:lowdin_charge:R:1
C 1.819 1.686 0.357 -0.361
C 2.519 0.556 0.613 -0.520
C 0.080 -0.320 -0.162 0.061
C -0.313 -1.670 -0.246 -0.491
C -1.067 -2.174 0.983 0.004
C -1.392 1.369 -0.967 0.014
N 0.592 1.956 0.074 0.011
N -0.132 0.905 -0.342 -0.207
O -0.042 -2.442 -1.154 0.046
Br 3.978 -0.319 -0.023 0.755
H 2.363 2.725 0.551 0.172
H -2.074 -1.898 0.949 0.062
H -0.550 -1.553 1.752 0.096
H -0.890 -3.200 1.117 0.069
H -1.967 0.493 -1.158 0.076
H -1.857 2.188 -0.362 0.107
H -1.066 1.698 -1.981 0.106
```

The value obtained for the HOMO-LUMO gap (alpha / beta) is 6.94 / 6.94 eV. Its multiplicity is 1. Its charge is 0. The highest occupied orbital energy (alpha / beta) is -8.2 / -8.2 eV. The calculation puts the LUMO energy (alpha / beta) at -0.0469 / -0.0469 Eh.

DFT (ωB97M-V/def2-TZVPD) results for a cluster of 2 separate species, C6H7BrO in total at a distorted geometry.

```
15
Properties=species:S:1:pos:R:3:lowdin_charge:R:1
C 0.587 -1.086 -2.156 -0.025
C 1.246 -0.058 -1.385 -0.024
C -0.186 -1.682 -1.213 -0.187
C 0.856 -0.241 -0.082 -0.425
C 1.283 0.589 0.974 0.086
C -0.437 2.332 0.443 -0.588
O -0.035 -1.199 -0.049 0.084
Br -1.297 2.745 1.995 0.633
H 0.464 -1.321 -3.195 0.098
H 1.829 0.773 -1.695 0.103
H -0.767 -2.580 -1.233 0.127
H 2.119 1.163 0.666 0.063
H 1.276 0.332 2.016 0.075
H 0.431 2.946 0.251 -0.004
H -1.083 2.091 -0.341 -0.018
```

The value obtained for the HOMO-LUMO gap (alpha / beta) is 7.44 / 7.53 eV. Its multiplicity is 1. Its charge is 0. The highest occupied orbital energy (alpha / beta) is -7.3 / -7.7 eV. The calculation puts the LUMO energy (alpha / beta) at 0.0060 / -0.0052 Eh.

DFT (ωB97M-V/def2-TZVPD) results for the molecule C6H7BrO4 at a distorted geometry.

```
18
Properties=species:S:1:pos:R:3:lowdin_charge:R:1
C 2.052 1.643 0.908 -0.360
C 0.835 1.613 -0.095 -0.092
C 1.664 -0.891 1.215 -0.297
C 0.558 -0.755 0.069 -0.391
C 2.751 0.317 0.974 -0.521
C -1.682 -0.932 -0.277 -0.109
O 2.429 2.463 1.717 0.117
O 0.796 0.376 -0.741 -0.142
O 1.547 -1.895 1.900 0.116
O -0.669 -0.704 0.619 -0.077
Br 3.691 -0.482 -0.496 0.843
H -0.128 1.737 0.388 0.132
H 1.150 2.456 -0.876 0.187
H 3.496 0.328 1.763 0.093
H 0.680 -1.710 -0.653 0.204
H -2.651 -1.181 0.200 0.098
H -1.490 -1.843 -0.910 0.119
H -2.150 -0.125 -0.793 0.080
```

The SMILES is CO[C@H]1OCC(=O)[C@H](Br)C1=O. The value obtained for the HOMO-LUMO gap is 9.48 eV. Its multiplicity is 1. Its charge is 0. The highest occupied orbital energy is -9.9 eV. The calculation puts the LUMO energy at -0.0139 Eh.

DFT (ωB97M-V/def2-TZVPD) results for a structure of composition C6H7CaF6N4O4S6Sb.

```
35
Properties=species:S:1:pos:R:3:mulliken_spin:R:1
Ca 0.339 -1.567 -0.611 0.026
F 1.233 -0.488 4.214 0.000
C 1.690 -1.713 3.961 0.001
F 1.113 -2.571 4.800 0.000
F 3.007 -1.729 4.159 0.000
S 1.319 -2.209 2.236 0.000
O -0.098 -2.007 2.068 -0.005
O 1.870 -3.520 2.083 -0.001
N 2.034 -1.096 1.383 0.001
S 3.295 -1.418 0.483 0.002
O 2.820 -2.069 -0.735 -0.001
O 4.473 -1.906 1.124 0.000
C 3.655 0.296 -0.060 -0.001
F 3.973 1.070 0.972 0.000
F 2.579 0.801 -0.671 0.000
F 4.669 0.273 -0.916 0.000
S -3.957 -2.030 -3.489 0.255
Sb -1.754 -2.604 -3.239 0.405
S -0.284 -0.759 -3.250 0.171
S -1.332 -3.709 -1.179 0.139
C -1.685 4.471 -0.741 0.001
C -1.292 3.342 -1.695 -0.003
C -1.665 1.993 -1.167 0.004
N -0.880 1.270 -0.455 0.006
N -1.446 0.060 -0.091 -0.010
C -2.675 -0.068 -0.522 0.003
N -3.475 -1.132 -0.255 -0.011
S -3.214 1.280 -1.448 -0.003
H -1.391 5.440 -1.146 0.000
H -1.194 4.336 0.223 0.000
H -2.763 4.484 -0.573 0.000
H -0.213 3.336 -1.852 0.000
H -1.765 3.487 -2.667 0.000
H -2.953 -1.920 0.115 0.008
H -4.032 -1.426 -1.059 0.014
```

The value obtained for the HOMO-LUMO gap (alpha / beta) is 6.94 / 6.36 eV. Its multiplicity is 2. The expectation value of S² is 0.76. Its charge is -1. The highest occupied orbital energy (alpha / beta) is -4.5 / -5.2 eV. The calculation puts the LUMO energy (alpha / beta) at 0.0906 / 0.0417 Eh.

Summary of energy above the lowest of the compared OMol25 structures with the same formula, charge and spin in kJ/mol
521.44 375.36 320.46 262.04 20.29 263.32 595.63 422.19 63.26 0.00
(order as listed above)
Summary of total energy in a.u.
-630.2142 -630.2699 -2659.4878 -257.4550 -2090.9219 -3036.4859 -2991.3328 -2881.9210 -3107.7031 -4659.2749
(order as listed above)